1.
{"formula": "C22H18IrN4O3Se", "method": "ωB97M-V/def2-TZVPD", "orbital_gap_ev": [5.89, 4.90], "e_lumo_ev": [-8.19, -9.09], "charge": 2, "multiplicity": 2, "molar_mass_da": 657.6, "species": ["Ir", "O", "C", "C", "C", "C", "C", "C", "C", "O", "N", "N", "C", "C", "C", "C", "C", "C", "C", "O", "H", "H", "H", "H", "H", "H", "H", "H", "H", "H", "C", "N", "C", "Se", "N", "C", "C", "C", "C", "C", "C", "H", "H", "H", "H", "H", "H", "H", "H"], "xyz": [[0.642, 0.003, 0.144], [-3.723, 2.687, 2.063], [-2.725, 3.507, 2.385], [-2.952, 4.641, 3.165], [-1.921, 5.481, 3.514], [-0.611, 5.230, 3.071], [-0.363, 4.134, 2.297], [-1.394, 3.233, 1.943], [-1.028, 2.073, 1.180], [0.185, 1.891, 0.840], [-1.968, 1.179, 0.828], [-1.539, 0.124, 0.208], [-2.409, -0.758, -0.273], [-2.107, -1.911, -0.980], [-3.175, -2.802, -1.305], [-2.989, -3.869, -2.116], [-1.705, -4.093, -2.694], [-0.646, -3.300, -2.371], [-0.786, -2.218, -1.464], [0.262, -1.584, -1.106], [-4.565, 3.018, 2.405], [-3.963, 4.848, 3.497], [-2.121, 6.343, 4.136], [0.191, 5.900, 3.345], [0.636, 3.929, 1.945], [-3.461, -0.531, -0.131], [-4.154, -2.600, -0.886], [-3.813, -4.526, -2.356], [-1.575, -4.899, -3.404], [0.336, -3.463, -2.796], [2.622, -3.358, 0.303], [1.269, -3.675, 0.737], [0.480, -2.939, 1.523], [0.866, -1.241, 2.265], [-0.683, -3.582, 1.692], [-0.668, -4.769, 0.973], [-1.616, -5.771, 0.798], [-1.254, -6.824, -0.016], [0.005, -6.877, -0.640], [0.946, -5.886, -0.462], [0.582, -4.824, 0.360], [2.935, -2.413, 0.733], [2.649, -3.292, -0.783], [3.305, -4.138, 0.635], [-1.432, -3.260, 2.285], [-2.581, -5.732, 1.285], [-1.951, -7.635, -0.172], [0.243, -7.722, -1.270], [1.919, -5.940, -0.931]], "mulliken_charge": [1.507, -0.486, 1.059, -0.757, -0.464, -0.743, -0.531, 0.202, 0.903, -0.744, -0.603, -0.123, -0.359, 0.606, -0.873, -0.793, -0.434, -0.311, 0.941, -1.073, 0.381, 0.312, 0.420, 0.440, 0.414, 0.513, 0.443, 0.496, 0.464, 0.542, -0.993, 0.288, -0.302, -0.129, 0.219, 0.396, -0.938, -0.571, -0.744, -0.727, 0.847, 0.331, 0.358, 0.398, 0.317, 0.465, 0.458, 0.449, 0.532]}

***

2.
{"formula": "C2H9NO4", "method": "ωB97M-V/def2-TZVPD", "orbital_gap_ev": [9.86, 4.48], "e_lumo_ev": [-3.94, -9.33], "charge": 1, "multiplicity": 2, "molar_mass_da": 111.1, "species": ["O", "C", "O", "C", "N", "H", "H", "H", "H", "H", "H", "H", "O", "H", "H", "O"], "xyz": [[0.733, -1.762, 1.082], [-0.144, -1.484, 1.837], [-0.729, -2.227, 2.736], [-0.803, -0.109, 1.702], [0.033, 0.821, 1.071], [-0.340, -3.117, 2.707], [-1.815, -0.088, 1.250], [-1.022, 0.173, 2.739], [0.814, 0.441, 0.493], [-0.478, 1.473, 0.460], [-1.946, 2.576, -3.674], [-0.739, 3.420, -4.220], [-1.348, 2.706, -4.415], [3.344, -0.798, -1.370], [2.046, -1.388, -0.935], [2.396, -0.636, -1.461]], "mulliken_charge": [-0.482, 0.550, -0.405, -0.350, -0.069, 0.395, 0.339, 0.323, 0.310, 0.365, 0.300, 0.324, -0.623, 0.336, 0.338, -0.652]}

***

3.
{"formula": "C5H5FN2", "method": "ωB97M-V/def2-TZVPD", "orbital_gap_ev": 8.83, "e_lumo_ev": 0.35, "multiplicity": 1, "molar_mass_da": 112.1, "smiles": "[H]/N=C1\\NC(=C)C=C1F", "species": ["C", "C", "C", "C", "C", "H", "H", "H", "H", "H", "N", "N", "F"], "xyz": [[-0.193, -0.415, -1.462], [0.400, 0.702, -1.080], [0.370, 0.744, 0.368], [0.807, 1.708, 1.213], [-0.561, -1.257, -0.275], [0.695, 1.493, -1.740], [1.357, 2.500, 0.668], [0.574, 1.677, 2.276], [-0.402, -0.784, 1.767], [-1.342, -2.761, 0.547], [-0.294, -0.427, 0.799], [-1.048, -2.409, -0.375], [-0.363, -0.773, -2.706]], "mulliken_charge": [0.540, -0.518, 0.467, -0.916, 0.157, 0.411, 0.231, 0.280, 0.219, 0.215, -0.126, -0.674, -0.284]}

***

4.
{"formula": "C28H45N3O6", "method": "ωB97M-V/def2-TZVPD", "orbital_gap_ev": 8.68, "e_lumo_ev": -0.64, "multiplicity": 1, "molar_mass_da": 519.7, "smiles": "COCc1ccc2c(c1)C(=O)c1ccccc1C2=O.COC[C@@H](C)N.COC[C@@H](C)N.COC[C@@H](C)N", "species": ["C", "O", "C", "C", "C", "C", "C", "C", "C", "C", "O", "C", "C", "C", "C", "C", "C", "C", "O", "H", "H", "H", "H", "H", "H", "H", "H", "H", "H", "H", "H", "C", "C", "C", "O", "C", "N", "H", "H", "H", "H", "H", "H", "H", "H", "H", "H", "H", "C", "C", "C", "O", "C", "N", "H", "H", "H", "H", "H", "H", "H", "H", "H", "H", "H", "C", "C", "C", "O", "C", "N", "H", "H", "H", "H", "H", "H", "H", "H", "H", "H", "H"], "xyz": [[3.102, -0.312, -1.830], [2.927, 0.423, -3.017], [2.241, 1.633, -2.797], [0.767, 1.410, -2.521], [0.040, 2.291, -1.732], [-1.301, 2.065, -1.439], [-1.931, 0.937, -1.942], [-1.199, 0.060, -2.756], [0.133, 0.290, -3.060], [-1.898, -1.156, -3.257], [-1.730, -1.608, -4.354], [-2.851, -1.748, -2.281], [-3.025, -3.119, -2.153], [-3.938, -3.597, -1.219], [-4.687, -2.725, -0.437], [-4.516, -1.352, -0.565], [-3.585, -0.871, -1.479], [-3.335, 0.592, -1.618], [-4.199, 1.413, -1.463], [2.160, -0.690, -1.425], [3.571, 0.293, -1.047], [3.733, -1.171, -2.022], [2.676, 2.137, -1.928], [2.380, 2.262, -3.670], [0.504, 3.171, -1.309], [-1.831, 2.760, -0.805], [0.698, -0.382, -3.685], [-2.455, -3.797, -2.766], [-4.085, -4.658, -1.095], [-5.410, -3.091, 0.275], [-5.073, -0.627, 0.010], [2.415, 3.471, 3.892], [3.038, 3.712, 2.521], [2.103, 3.379, 1.349], [1.946, 1.998, 1.086], [0.997, 1.328, 1.893], [4.311, 2.990, 2.441], [2.394, 2.413, 4.152], [2.998, 3.977, 4.661], [1.393, 3.854, 3.938], [3.260, 4.780, 2.446], [2.540, 3.798, 0.438], [1.121, 3.854, 1.482], [0.151, 1.977, 2.135], [1.450, 0.951, 2.812], [0.627, 0.472, 1.327], [4.788, 3.239, 1.579], [4.101, 2.000, 2.336], [2.611, -6.794, -2.837], [3.270, -6.041, -1.685], [2.660, -4.657, -1.416], [3.029, -3.653, -2.341], [2.288, -3.635, -3.549], [4.715, -5.975, -1.925], [2.930, -6.415, -3.807], [2.885, -7.848, -2.799], [1.522, -6.726, -2.782], [3.113, -6.631, -0.778], [3.032, -4.308, -0.448], [1.566, -4.716, -1.336], [1.246, -3.925, -3.385], [2.737, -4.286, -4.303], [2.312, -2.614, -3.932], [5.175, -5.581, -1.109], [4.877, -5.292, -2.660], [-4.590, 3.632, 2.646], [-3.183, 3.087, 2.423], [-2.810, 1.918, 3.346], [-2.495, 2.283, 4.675], [-3.605, 2.472, 5.534], [-2.223, 4.193, 2.515], [-4.648, 4.259, 3.535], [-4.890, 4.249, 1.799], [-5.316, 2.823, 2.747], [-3.144, 2.699, 1.400], [-1.901, 1.460, 2.948], [-3.587, 1.141, 3.337], [-4.417, 1.779, 5.297], [-3.975, 3.499, 5.490], [-3.267, 2.279, 6.552], [-1.300, 3.858, 2.251], [-2.130, 4.442, 3.496]], "mulliken_charge": [-0.575, -0.398, -0.859, 0.766, -0.689, -1.099, 0.832, 0.986, -0.973, -0.037, -0.563, 0.653, -0.872, -0.534, -0.572, -0.845, 0.455, 0.052, -0.577, 0.226, 0.341, 0.204, 0.229, 0.345, 0.388, 0.591, 0.592, 0.529, 0.407, 0.408, 0.555, -1.368, 0.185, -0.482, -0.229, -0.466, -0.763, 0.288, 0.356, 0.295, 0.439, 0.411, 0.213, -0.114, 0.269, 0.382, 0.293, 0.322, -1.386, 0.374, -0.725, -0.303, -0.681, -0.757, 0.278, 0.347, 0.337, 0.422, 0.343, 0.372, 0.304, 0.231, 0.251, 0.271, 0.331, -1.674, 0.916, -0.441, -0.408, -0.691, -0.654, 0.347, 0.402, 0.349, -0.064, 0.094, 0.478, 0.312, 0.247, 0.270, 0.154, 0.359]}